C6H14N2O2 | ωB97M-V/def2-TZVPD

XYZ file:
```
24
C6H14N2O2 ωB97M-V/def2-TZVPD
C 0.10686 0.93818 2.91950
C 2.22572 2.19496 0.01114
C 1.21404 0.92357 1.88773
O 2.15211 0.16074 1.90412
N 1.08969 1.81855 0.83668
H -0.87144 1.32988 2.63747
H 0.32509 2.43011 0.63480
H 1.97642 3.15733 -0.42772
H 0.10065 -0.03462 3.40056
H 0.42942 1.69925 3.62814
H 3.10256 2.46540 0.60710
H 2.50584 1.57069 -0.83988
C -2.95959 -0.82404 -0.52376
C 0.45061 -1.25367 -2.14843
C -0.99391 -1.54568 -1.75938
O -1.61620 -2.48644 -2.20914
N -1.57478 -0.56512 -1.00687
H -1.17826 0.26171 -0.59516
H -3.21155 0.18118 -0.14126
H 0.50209 -0.15615 -2.15070
H 0.71032 -1.65898 -3.12386
H -3.56870 -1.14528 -1.35386
H -3.02110 -1.39973 0.39545
H 1.27431 -1.50960 -1.48199
```

- Strongest force on any atom: 0.05053 hartree/bohr
- SMILES: CNC(C)=O.CNC(C)=O
- E_HOMO: -9.63 eV
- Relative energy (zero: lowest compared OMol25 entry of this formula, charge and spin): 1.362 eV

Löwdin population analysis, charges in e, atoms 1 to 4: -0.002 -0.095 -0.551 0.064

---

C6H14N2O2 | ωB97M-V/def2-TZVPD

XYZ file:
```
24
C6H14N2O2 ωB97M-V/def2-TZVPD
C 1.27988 -1.96850 -0.93063
C 1.49251 -0.06797 2.41704
C 1.50638 -0.83392 0.02205
O 1.56922 0.33477 -0.30123
N 1.63343 -1.16713 1.36741
H 0.90564 -1.50539 -1.90220
H 1.49710 -2.08128 1.73755
H 2.42513 0.10671 2.82018
H 2.16033 -2.72450 -1.23487
H 0.61888 -2.55493 -0.32552
H 1.11263 0.89214 1.96851
H 0.71177 -0.40021 3.02289
C -1.46997 1.11823 1.10409
C -1.19161 0.77191 -2.60223
C -2.03326 1.00890 -1.25645
O -3.21686 1.16197 -0.92227
N -1.07375 1.16490 -0.26632
H -0.12957 1.06315 -0.43602
H -1.52020 0.10549 1.67480
H -1.63481 1.18078 -3.50855
H -0.81851 1.75571 1.68463
H -2.54539 1.57049 1.36161
H -0.23408 1.35688 -2.67443
H -1.04487 -0.28819 -2.82006
```

- Strongest force on any atom: 0.07653 hartree/bohr
- SMILES: CNC(C)=O.CNC(C)=O
- E_HOMO: -9.17 eV
- Relative energy (zero: lowest compared OMol25 entry of this formula, charge and spin): 2.322 eV

Löwdin population analysis, charges in e, atoms 1 to 4: -0.006 -0.029 -0.552 0.014

---

C6H14N2O2 | ωB97M-V/def2-TZVPD

XYZ file:
```
24
C6H14N2O2 ωB97M-V/def2-TZVPD
C 2.91855 2.27150 0.34762
C 2.17216 -0.69097 -2.07835
C 2.13622 1.21242 -0.25281
O 1.05829 0.88616 0.11086
N 2.69656 0.43710 -1.39835
H 4.00273 2.22194 0.25136
H 3.53556 0.85494 -1.89762
H 1.87735 -0.40424 -3.15684
H 2.36034 3.22466 0.13492
H 2.74578 1.95093 1.48252
H 3.12497 -1.38267 -1.91275
H 1.49264 -1.26181 -1.44479
C -1.04378 -1.77793 -0.52617
C -2.84590 0.60966 1.74261
C -2.68020 -0.65694 0.94041
O -3.48343 -1.63751 1.00582
N -1.47100 -0.66389 0.33179
H -0.92834 0.20551 0.26295
H -1.44955 -1.87149 -1.50890
H 0.15894 -1.86471 -0.61514
H -2.01238 1.24775 1.83631
H -1.25982 -2.78440 -0.04736
H -3.59311 1.32701 1.39806
H -3.17528 0.32840 2.70995
```

- Strongest force on any atom: 0.12512 hartree/bohr
- SMILES: CNC(C)=O.CNC(C)=O
- E_HOMO: -9.22 eV
- Relative energy (zero: lowest compared OMol25 entry of this formula, charge and spin): 2.651 eV

Löwdin population analysis, charges in e, atoms 1 to 4: -0.016 -0.130 -0.541 0.061

---

C6H14N2O2 | ωB97M-V/def2-TZVPD

XYZ file:
```
24
C6H14N2O2 ωB97M-V/def2-TZVPD
C -2.63687 -0.37577 -1.70513
C -0.16273 -2.55564 -0.01694
C -1.84218 -0.89294 -0.57213
O -1.74608 -0.39993 0.53418
N -1.18771 -2.05711 -0.89792
H -2.07234 0.03989 -2.54967
H -1.16571 -2.35543 -1.85416
H 0.81892 -2.13213 -0.24462
H -3.38982 -1.03430 -2.13882
H -3.33891 0.43598 -1.41934
H -0.33492 -2.26371 1.01212
H -0.08158 -3.64170 0.03471
C 1.84649 2.21606 -0.86299
C 0.95083 0.73442 2.50300
C 1.75940 1.25122 1.38373
O 2.97637 1.32806 1.39373
N 1.10586 1.48040 0.16900
H 0.12697 1.72263 0.13835
H 1.69217 1.77426 -1.85734
H 0.57056 -0.27543 2.31627
H 1.77849 3.30223 -0.86579
H 2.88019 1.89026 -0.74612
H 1.46278 0.61001 3.46241
H -0.01019 1.19869 2.78348
```

- Strongest force on any atom: 0.06186 hartree/bohr
- SMILES: CNC(C)=O.CNC(C)=O
- E_HOMO: -9.43 eV
- Relative energy (zero: lowest compared OMol25 entry of this formula, charge and spin): 1.153 eV

Löwdin population analysis, charges in e, atoms 1 to 4: -0.024 -0.087 -0.557 0.043

---

C6H14N2O2 | ωB97M-V/def2-TZVPD

XYZ file:
```
24
C6H14N2O2 ωB97M-V/def2-TZVPD
C -1.34996 2.43157 0.36138
C -1.30579 -0.19806 2.90714
C -1.16971 1.00739 0.76499
O -1.68753 0.07434 0.19223
N -0.65737 0.76338 2.03878
H -0.46126 3.04990 0.25311
H 0.01228 1.28318 2.58419
H -0.82882 -1.22637 2.75181
H -1.12389 -0.02894 3.97037
H -1.98005 2.74429 -0.46828
H -1.78321 2.96373 1.26365
H -2.36239 -0.24271 2.70705
C 2.69751 -0.74390 -0.43200
C -0.30487 -1.38450 -2.73447
C 1.06524 -1.05618 -2.22739
O 1.92817 -0.82437 -3.06193
N 1.41998 -1.21395 -0.89145
H 0.60156 -1.18112 -0.29683
H 3.00173 -1.17040 0.52222
H -0.24785 -2.42852 -3.17796
H 3.51405 -0.76248 -1.20025
H 2.59772 0.33462 -0.28309
H -1.03280 -1.44076 -1.93777
H -0.54275 -0.75015 -3.60551
```

- Strongest force on any atom: 0.05730 hartree/bohr
- SMILES: CNC(C)=O.CNC(C)=O
- E_HOMO: -9.15 eV
- Relative energy (zero: lowest compared OMol25 entry of this formula, charge and spin): 1.654 eV

Löwdin population analysis, charges in e, atoms 1 to 4: -0.009 -0.101 -0.536 0.055

---

C6H14N2O2 | ωB97M-V/def2-TZVPD

XYZ file:
```
24
C6H14N2O2 ωB97M-V/def2-TZVPD
C 2.01412 0.50616 -1.42214
C 0.11308 -2.66533 -1.13484
C 1.58104 -0.78648 -0.78246
O 1.68134 -1.12043 0.38232
N 0.95021 -1.62238 -1.65472
H 2.91185 0.35056 -2.02409
H 0.90261 -1.43120 -2.64022
H -0.54746 -3.12187 -1.87043
H 1.21295 1.08961 -1.87408
H 2.26132 1.22694 -0.62613
H 0.61288 -3.50451 -0.64323
H -0.46659 -2.25521 -0.30262
C -0.14807 1.93735 2.60450
C -2.03903 0.24214 -0.18768
C -1.76791 1.22682 0.94533
O -2.53590 2.12366 1.21869
N -0.63136 0.94162 1.65570
H 0.06081 0.30683 1.26544
H 0.78435 2.36714 2.20914
H -2.96931 0.56099 -0.64490
H -0.81475 2.79112 2.67128
H 0.09980 1.43673 3.53956
H -1.16077 0.18847 -0.82180
H -2.10522 -0.78873 0.13739
```

- Strongest force on any atom: 0.04034 hartree/bohr
- SMILES: CNC(C)=O.CNC(C)=O
- E_HOMO: -9.40 eV
- Relative energy (zero: lowest compared OMol25 entry of this formula, charge and spin): 0.875 eV

Löwdin population analysis, charges in e, atoms 1 to 4: -0.005 -0.091 -0.569 0.047

---

C6H14N2O2 | ωB97M-V/def2-TZVPD

XYZ file:
```
24
C6H14N2O2 ωB97M-V/def2-TZVPD
C -2.07484 -1.99018 0.71334
C -1.88920 1.72878 0.25481
C -1.61550 -0.58988 0.84046
O -0.56058 -0.29750 1.38510
N -2.29201 0.33352 0.06783
H -3.14099 -2.13216 0.94370
H -3.28895 0.24284 0.04696
H -0.80272 1.94146 0.24120
H -1.91132 -2.32925 -0.37453
H -1.38369 -2.57603 1.36489
H -2.10197 2.25156 -0.65793
H -2.32061 2.09585 1.20655
C 3.02834 0.95240 0.73523
C 0.80269 -0.78417 -1.71521
C 1.96136 0.08594 -1.18559
O 3.05804 0.07560 -1.70295
N 1.69482 0.67877 0.05230
H 1.06158 0.25912 0.71855
H 3.91788 0.98840 0.11047
H 1.35506 -1.58768 -2.14325
H 2.98538 1.94251 1.13290
H 3.09702 0.16905 1.46965
H 0.13207 -1.11126 -0.93155
H 0.28813 -0.34769 -2.57291
```

- Strongest force on any atom: 0.07417 hartree/bohr
- SMILES: CNC(C)=O.CNC(C)=O
- E_HOMO: -9.20 eV
- Relative energy (zero: lowest compared OMol25 entry of this formula, charge and spin): 1.490 eV

Löwdin population analysis, charges in e, atoms 1 to 4: -0.015 -0.078 -0.572 0.014

---

C6H14N2O2 | ωB97M-V/def2-TZVPD

XYZ file:
```
24
C6H14N2O2 ωB97M-V/def2-TZVPD
C 0.18923 2.20793 2.82989
C -0.00596 1.93458 -0.97053
C -0.15461 1.78482 1.42574
O -0.89016 0.81241 1.31566
N 0.42422 2.37212 0.33734
H -0.23316 3.18817 3.05371
H 0.67014 3.33748 0.47791
H -1.07307 1.79630 -0.92703
H -0.12334 1.45776 3.49428
H 1.26646 2.36644 2.91357
H -0.08936 2.75721 -1.68820
H 0.51900 1.08306 -1.37377
C -1.34708 -2.73107 -2.11849
C 1.22390 -1.46552 0.35487
C 0.66323 -2.22702 -0.80097
O 1.32703 -2.85389 -1.61159
N -0.66877 -2.05023 -1.01312
H -1.27108 -1.43789 -0.48925
H -0.73021 -3.58055 -2.39080
H 0.48600 -1.36008 1.14809
H 1.39400 -0.42771 0.07084
H -2.34447 -2.99571 -1.78131
H -1.37767 -2.07629 -2.99166
H 2.14573 -1.89231 0.73484
```

- Strongest force on any atom: 0.05050 hartree/bohr
- SMILES: CNC(C)=O.CNC(C)=O
- E_HOMO: -9.20 eV
- Relative energy (zero: lowest compared OMol25 entry of this formula, charge and spin): 0.912 eV

Löwdin population analysis, charges in e, atoms 1 to 4: 0.004 -0.083 -0.544 0.019

---

C6H14N2O2PS2 | ωB97M-V/def2-TZVPD

XYZ file:
```
27
C6H14N2O2PS2 ωB97M-V/def2-TZVPD
C -1.97280 0.82973 -1.26542
C -2.21717 2.28398 -1.14721
C 0.10458 0.68745 1.80763
C -0.28470 0.36935 0.45114
C -2.16606 -1.07871 0.17323
C 4.12660 -2.01144 -0.23880
N 0.50677 -0.48947 -0.37382
N -1.71005 0.27099 0.12976
O 2.82679 0.68358 0.44939
O 2.75691 -1.93890 0.15532
P 2.09264 -0.54468 0.59169
S -0.80186 3.21603 -0.51764
S 1.10928 -0.79072 2.40980
H -2.78642 0.27092 -1.76565
H -1.03790 0.83732 -1.73869
H -2.35394 2.52191 -2.20971
H -3.04093 2.76918 -0.59886
H 0.75607 1.46811 1.77679
H -0.70609 0.77444 2.54383
H -3.18802 -1.20525 -0.13818
H -1.53592 -1.79335 -0.41018
H -2.18221 -1.41604 1.27972
H 4.71815 -2.44184 0.68926
H 4.49823 -1.02824 -0.41425
H 4.24622 -2.77491 -0.95497
H 0.37375 -0.43572 -1.39578
H -2.13193 0.96631 0.71159
```

- Strongest force on any atom: 0.09046 hartree/bohr
- SMILES: CO[P@@]1(=O)[NH+]=C([N@H+](C)CC[S-])CS1
- E_HOMO (spin up / spin down): -12.62 / -12.01 eV
- Charge: +1
- Relative energy (zero: lowest compared OMol25 entry of this formula, charge and spin): 1.846 eV

Löwdin population analysis, charges in e, atoms 1 to 4: -0.183 -0.613 -0.409 -0.412

---

C6H14N2O4P | ωB97M-V/def2-TZVPD

XYZ file:
```
27
C6H14N2O4P ωB97M-V/def2-TZVPD
C 1.76902 0.76010 1.44486
C 2.58527 -1.52681 0.59088
C 0.84526 -1.23885 -1.88046
C 0.92317 1.20574 -1.45493
C 1.46053 -0.46245 0.49220
C 1.18468 -0.22658 -1.02530
N -2.58607 1.13555 -0.03254
N -0.90684 -0.58610 0.74506
O -3.16126 2.14825 -0.77537
O 0.22336 -1.21826 0.94146
O -4.17478 -0.87175 1.04590
O -0.22870 1.64129 -0.71000
P -1.25928 0.42361 -0.47753
H 2.43981 0.49660 2.19726
H 0.82546 1.16571 1.87649
H 2.25244 1.53593 0.90298
H 2.78143 -1.77703 1.60176
H 3.49973 -0.96012 0.20632
H 2.44955 -2.51356 -0.01874
H -3.75026 -1.08264 1.86274
H 0.66013 -0.92592 -2.91081
H 0.73597 -2.26648 -1.58892
H 1.69590 1.93395 -1.19864
H 0.65473 1.22468 -2.56594
H -2.67072 2.92347 -0.59749
H -3.30492 0.57645 0.54546
H -4.94362 -1.51477 0.78330
```

- Strongest force on any atom: 0.07748 hartree/bohr
- E_HOMO (spin up / spin down): -13.29 / -12.79 eV
- Charge: +1
- Relative energy (zero: lowest compared OMol25 entry of this formula, charge and spin): 9.605 eV

Löwdin population analysis, charges in e, atoms 1 to 4: 0.031 -0.011 0.122 -0.173

---

Among the records above, which one has the lowest strongest force on any atom? number 6

---

Look up the strongest force on any atom of the first one. 0.05053 hartree/bohr

---

The highest relative energy (zero: lowest compared OMol25 entry of this formula, charge and spin) belongs to which entry? C6H14N2O4P